C22H18F5MoN2S2 | ωB97M-V with the def2-TZVPD basis set

Positions of all 50 atoms, in Å:
Mo -0.00945 0.80512 -0.16518
C -0.86518 0.16294 2.63378
N -0.59927 -0.65636 1.39901
C 0.57216 -1.56049 1.65285
C 1.21767 -1.93440 0.34319
N 1.68366 -0.68870 -0.36263
C 2.95154 -0.16658 0.25633
C 1.95254 -0.95169 -1.78108
C 2.55275 -2.09987 -2.23064
C 2.86695 -2.21538 -3.59403
C 2.60280 -1.19110 -4.50063
C 2.00296 -0.02970 -4.06134
C 1.65488 0.07920 -2.70114
S 0.85354 1.46477 -2.12835
C -1.82485 -1.41173 1.07161
C -2.36914 -2.33949 1.93318
C -3.56275 -2.97415 1.58204
C -4.20946 -2.68039 0.38905
C -3.66727 -1.74643 -0.48021
C -2.47405 -1.11874 -0.12440
S -1.74421 0.01506 -1.23032
H -0.99353 -0.49868 3.49119
H -0.01428 0.81419 2.84087
H -1.77593 0.74238 2.49962
H 1.26531 -1.02817 2.30395
H 0.25034 -2.45304 2.18852
H 2.05844 -2.60720 0.51880
H 0.50199 -2.44045 -0.30768
H 3.72568 -0.93181 0.19219
H 3.28215 0.71789 -0.28447
H 2.78856 0.09211 1.29997
H 2.81891 -2.90782 -1.56235
H 3.35117 -3.12023 -3.93960
H 2.86932 -1.30455 -5.54254
H 1.78112 0.77968 -4.74587
H -1.89899 -2.58591 2.87738
H -3.98618 -3.70606 2.25717
H -5.13462 -3.17857 0.13350
H -4.15494 -1.50821 -1.41722
F 1.45379 2.26440 1.33807
C 0.47352 3.18265 1.07585
C -0.54643 2.67398 0.23861
C -1.60704 3.56121 -0.08449
F -2.56274 3.16168 -0.88546
C -1.63631 4.83838 0.42534
F -2.60644 5.66617 0.14391
C -0.59412 5.26700 1.26966
F -0.62716 6.46045 1.74634
C 0.49556 4.42672 1.61620
F 1.43703 4.85994 2.41144

Results
ΔE to the lowest compared entry with this formula, charge and spin in kJ/mol: 0.0
HOMO energy (alpha / beta) in eV: -18.45 / -18.45
Charge: +3
Energy in Ha: -2321.43262
Orbital gap (alpha / beta) in Eh: 0.207 / 0.207